#a
DFT (the ωB97M-V functional and the def2-TZVPD basis) results for a cluster of 2 separate species, C4H13NO2 in total.

The geometry in XYZ format:
```
20
Properties=species:S:1:pos:R:3:mulliken_charge:R:1
C -1.446 1.239 1.397 -0.75
N -0.138 0.927 0.841 0.20
C 0.850 1.976 0.921 -0.77
C -0.122 0.025 -0.303 -0.26
C 1.216 -0.713 -0.470 -0.62
O 1.384 -1.256 -1.742 -0.48
H -1.303 1.629 2.397 0.32
H -1.851 2.072 0.799 0.40
H -2.090 0.378 1.293 0.32
H 0.759 2.671 0.078 0.38
H 1.859 1.573 0.928 0.29
H 0.696 2.587 1.801 0.34
H -0.342 0.601 -1.213 0.25
H -0.911 -0.716 -0.141 0.39
H 1.279 -1.512 0.273 0.31
H 2.060 -0.058 -0.236 0.37
H 2.153 -0.842 -2.141 0.31
H -1.115 -4.138 -1.007 0.33
H -1.235 -2.965 -2.076 0.32
O -1.704 -3.480 -1.398 -0.65
```

Summary:
- Spin multiplicity: 2
- Molecular weight: 107.15 g/mol
- E_LUMO (spin up / spin down): -2.9 / -7.4 eV
- Total charge: +1
- Gap between HOMO and LUMO (spin up / spin down): 11.2719 / 6.7461 eV
- Expectation value of S²: 0.754



#b
DFT (the ωB97M-V functional and the def2-TZVPD basis) results for a cluster of 2 separate species, C4H13NO2 in total.

The geometry in XYZ format:
```
20
Properties=species:S:1:pos:R:3:mulliken_charge:R:1
C 0.502 -0.538 2.455 -0.85
N 0.667 -0.259 0.986 -0.11
C -0.525 -0.297 0.210 -0.73
C -0.284 -0.446 -1.287 0.25
C -1.629 -0.399 -2.019 -1.25
O 0.699 0.581 -1.741 -0.49
H 1.434 -0.421 3.019 0.36
H -0.130 0.225 2.878 0.36
H 0.031 -1.544 2.551 0.36
H 1.564 -0.595 0.701 0.43
H -1.076 0.636 0.346 0.40
H -1.234 -1.077 0.496 0.40
H 0.190 -1.444 -1.402 0.23
H -2.282 0.423 -1.680 0.37
H -2.146 -1.370 -1.931 0.39
H -1.332 -0.331 -3.103 0.38
H 0.497 0.639 -2.699 0.35
H 2.104 2.611 0.437 0.38
H 1.404 1.373 0.631 0.37
O 1.547 2.233 1.151 -0.57
```

Summary:
- Spin multiplicity: 2
- Molecular weight: 107.15 g/mol
- E_LUMO (spin up / spin down): -3.1 / -8.2 eV
- Total charge: +1
- Gap between HOMO and LUMO (spin up / spin down): 11.9618 / 6.8668 eV
- Expectation value of S²: 0.755



#c
DFT (the ωB97M-V functional and the def2-TZVPD basis) results for a cluster of 3 separate species, C4H13NO2 in total.

The geometry in XYZ format:
```
20
Properties=species:S:1:pos:R:3:mulliken_charge:R:1
C 2.214 -0.634 1.165 -1.30
C 0.704 -0.870 0.865 -0.11
C 0.317 -0.173 -0.427 -0.66
C -1.866 -1.036 -0.903 -0.10
N -1.096 -0.034 -0.791 0.02
H 2.349 -0.665 2.240 0.37
H 2.624 0.275 0.738 0.37
H 2.829 -1.457 0.801 0.35
H 0.570 -1.947 0.872 0.41
H 0.226 -0.363 1.702 0.18
H 0.740 0.827 -0.528 0.42
H 0.855 -0.655 -1.259 0.40
H -2.473 -1.198 -1.796 0.31
H -1.883 -1.809 -0.128 0.34
H -0.271 1.260 -3.235 0.28
H 0.473 1.590 -4.567 0.34
O 0.249 1.915 -3.688 -0.61
H -1.876 1.039 2.606 0.29
H -2.334 2.431 3.031 0.33
O -2.350 1.503 3.301 -0.62
```

Summary:
- Spin multiplicity: 2
- Molecular weight: 107.15 g/mol
- E_LUMO (spin up / spin down): -6.4 / -8.7 eV
- Total charge: +1
- Gap between HOMO and LUMO (spin up / spin down): 8.0908 / 5.7768 eV
- Expectation value of S²: 0.757



#d
DFT (the ωB97M-V functional and the def2-TZVPD basis) results for a cluster of 3 separate species, C4H13NO2 in total.

The geometry in XYZ format:
```
20
Properties=species:S:1:pos:R:3:mulliken_charge:R:1
C 0.665 -2.947 -0.622 -1.24
C 0.367 -1.716 0.159 -0.13
C 0.943 -0.531 -0.256 0.12
N 0.716 0.660 0.354 -0.07
C 1.765 1.691 0.332 -0.81
H 0.436 -2.860 -1.691 0.36
H 1.724 -3.222 -0.617 0.36
H 0.059 -3.800 -0.305 0.35
H -0.163 -1.724 1.107 0.41
H 1.583 -0.462 -1.123 0.35
H 0.162 0.641 1.211 0.25
H 2.361 1.708 1.245 0.36
H 2.474 1.478 -0.462 0.34
H 1.495 2.701 0.024 0.31
H -1.584 1.103 -1.752 0.31
H -0.597 1.786 -0.688 0.34
O -1.432 1.841 -1.142 -0.63
H -2.256 0.020 0.406 0.31
H -2.832 1.152 1.075 0.34
O -2.272 0.398 1.292 -0.63
```

Summary:
- Spin multiplicity: 2
- Molecular weight: 107.15 g/mol
- E_LUMO (spin up / spin down): -3.9 / -7.3 eV
- Total charge: +1
- Gap between HOMO and LUMO (spin up / spin down): 10.7520 / 7.5606 eV
- Expectation value of S²: 0.766



Most stable structure: #d



#a
DFT (the ωB97M-V functional and the def2-TZVPD basis) results for an isolated molecule of C4H5NO2.

The geometry in XYZ format:
```
12
Properties=species:S:1:pos:R:3:mulliken_charge:R:1
C 1.353 -1.274 0.400 -1.17
C 0.065 -0.592 0.216 0.17
C -1.153 -0.318 -0.030 0.66
O -2.380 -0.567 -0.468 -0.49
N -0.503 0.817 0.606 -0.48
C 0.005 1.839 -0.230 0.17
O 0.997 1.741 -0.911 -0.47
H 2.143 -0.728 -0.121 0.31
H 1.608 -1.330 1.464 0.30
H 1.297 -2.290 0.000 0.29
H -2.975 0.095 -0.087 0.36
H -0.551 2.789 -0.122 0.35
```

Summary:
- Molecular weight: 99.09 g/mol
- E_LUMO: 0.5 eV
- Total charge: 0
- Gap between HOMO and LUMO: 8.8790 eV
- SMILES: CC1=C(O)N1C=O



#b
DFT (the ωB97M-V functional and the def2-TZVPD basis) results for a structure of composition C4H5NO2.

The geometry in XYZ format:
```
12
Properties=species:S:1:pos:R:3:mulliken_charge:R:1
N 1.179 -0.394 -1.749 -0.45
C 0.423 -0.765 -0.664 0.64
C 0.141 0.356 0.273 -0.61
C -0.936 0.480 1.164 0.58
O -1.568 1.592 1.545 -0.44
C -0.698 -0.639 1.858 -0.60
O 0.117 -1.936 -0.500 -0.63
H 1.329 -1.133 -2.421 0.26
H 1.141 0.546 -2.110 0.22
H 0.866 1.175 0.251 0.36
H -1.265 2.320 0.984 0.35
H -0.689 -1.618 1.379 0.33
```

Summary:
- Molecular weight: 99.09 g/mol
- E_LUMO: 0.0 eV
- Total charge: 0
- Gap between HOMO and LUMO: 8.5744 eV



#c
DFT (the ωB97M-V functional and the def2-TZVPD basis) results for a structure of composition C4H5NO2.

The geometry in XYZ format:
```
12
Properties=species:S:1:pos:R:3:mulliken_charge:R:1
N 0.863 -0.201 1.428 -0.62
C 0.177 -0.127 0.197 0.38
C 0.378 1.048 -0.752 -0.65
C -0.987 0.686 -0.330 -0.09
O -1.459 -0.429 -1.122 -0.36
C -0.530 -1.250 -0.503 0.47
O -0.518 -2.441 -0.449 -0.55
H 1.814 -0.505 1.251 0.27
H 0.439 -0.897 2.034 0.28
H 0.794 1.908 -0.229 0.27
H 0.704 0.910 -1.779 0.25
H -1.729 1.282 0.182 0.36
```

Summary:
- Molecular weight: 99.09 g/mol
- E_LUMO: 0.9 eV
- Total charge: 0
- Gap between HOMO and LUMO: 10.6951 eV



Most stable structure: #c



#a
DFT (the ωB97M-V functional and the def2-TZVPD basis) results for a structure of composition C4H5NO2.

The geometry in XYZ format:
```
12
Properties=species:S:1:pos:R:3:mulliken_charge:R:1
O -2.830 1.133 -0.533 -0.41
C -1.693 1.522 -0.481 -0.13
C -0.510 0.588 -0.336 0.69
O 0.674 0.949 -0.747 -0.53
N -0.744 -0.508 0.286 -0.47
C 0.475 -1.112 0.852 -0.30
C 1.412 -0.728 -0.223 -0.16
H -1.442 2.596 -0.486 0.31
H 0.261 -2.183 0.992 0.26
H 0.726 -0.687 1.837 0.25
H 2.310 -0.172 -0.077 0.25
H 1.361 -1.399 -1.084 0.25
```

Summary:
- Molecular weight: 99.09 g/mol
- E_LUMO: 0.1 eV
- Total charge: 0
- Gap between HOMO and LUMO: 9.6983 eV



#b
DFT (the ωB97M-V functional and the def2-TZVPD basis) results for a structure of composition C4H5NO2.

The geometry in XYZ format:
```
12
Properties=species:S:1:pos:R:3:mulliken_charge:R:1
N 0.518 1.224 1.078 -0.68
C 0.124 0.347 0.041 0.72
C -1.099 0.597 -0.753 -0.83
C -0.780 -0.851 0.212 -0.02
O 0.079 -1.709 -0.539 -0.34
C 1.051 -0.705 -0.554 0.30
O 2.198 -0.807 -0.848 -0.52
H 0.330 2.184 0.818 0.26
H 1.502 1.113 1.289 0.27
H -1.840 -0.448 -0.248 0.18
H -0.997 0.136 -1.747 0.24
H -1.058 -1.149 1.221 0.43
```

Summary:
- Molecular weight: 99.09 g/mol
- E_LUMO: 0.9 eV
- Total charge: 0
- Gap between HOMO and LUMO: 10.2266 eV



#c
DFT (the ωB97M-V functional and the def2-TZVPD basis) results for a structure of composition C4H5NO2.

The geometry in XYZ format:
```
12
Properties=species:S:1:pos:R:3:mulliken_charge:R:1
O 1.767 -1.359 -0.004 -0.52
C 1.237 -0.523 -0.716 0.05
C 0.690 0.634 0.139 0.03
C -0.730 1.093 0.245 -0.57
N -0.119 -0.092 1.087 -0.38
C -0.888 -0.924 0.285 0.13
O -0.606 -1.193 -0.878 -0.45
H 1.397 -0.471 -1.797 0.36
H 1.471 1.282 0.524 0.34
H -1.375 1.049 -0.643 0.26
H -1.063 1.800 0.984 0.32
H -1.781 -1.296 0.773 0.43
```

Summary:
- Molecular weight: 99.09 g/mol
- E_LUMO: 0.8 eV
- Total charge: 0
- Gap between HOMO and LUMO: 10.2940 eV



#d
DFT (the ωB97M-V functional and the def2-TZVPD basis) results for an isolated molecule of C4H5NO2.

The geometry in XYZ format:
```
12
Properties=species:S:1:pos:R:3:mulliken_charge:R:1
C 0.470 1.606 -0.931 -1.17
C 0.545 0.300 -0.256 0.22
C 0.827 -0.858 0.184 0.60
O 1.497 -2.001 0.132 -0.49
N -0.117 -0.306 1.106 -0.47
C -1.498 -0.556 0.939 0.18
O -2.179 -0.103 0.052 -0.48
H -0.561 1.799 -1.244 0.31
H 0.792 2.410 -0.259 0.29
H 1.113 1.620 -1.817 0.29
H 1.322 -2.488 0.949 0.35
H -1.934 -1.121 1.784 0.35
```

Summary:
- Molecular weight: 99.09 g/mol
- E_LUMO: 0.5 eV
- Total charge: 0
- Gap between HOMO and LUMO: 8.9666 eV
- SMILES: CC1=C(O)N1C=O



Most stable structure: #a